21
Properties=species:S:1:pos:R:3:forces:R:3 method="wB97M-V/def2-TZVPD" orbital_gap_ha=0.225 e_above_lowest_kj_mol=90.9 total_energy_ev=-11537.59999 total_charge=-1 homo_energy_ha=-0.095 fmax_ha_per_bohr=0.021
C -0.582 -2.043 0.337 0.16 -0.09 0.23
O -0.513 -3.288 0.788 -0.01 0.06 0.03
C 0.550 -1.093 0.844 0.04 0.91 -0.46
C 0.235 0.407 0.619 -0.29 -0.62 0.07
C 0.159 0.816 -0.857 0.62 0.34 0.77
C 1.539 0.882 -1.495 0.00 1.04 0.22
O 2.189 2.134 -1.144 0.03 -0.10 0.15
H -0.561 -1.967 -0.787 -0.09 0.09 0.00
H -1.546 -1.487 0.632 -0.05 -0.06 -0.08
H 0.711 -1.257 1.914 0.06 -0.24 -0.15
H 1.454 -1.326 0.272 0.19 -0.32 0.36
H 0.876 1.100 1.181 0.38 -0.19 -0.16
H -0.730 0.573 1.073 -0.41 0.21 0.07
H -0.536 0.177 -1.399 0.08 -0.02 -0.07
H -0.161 1.859 -0.892 -0.49 -0.04 -0.23
H 2.220 0.100 -1.170 -0.19 -0.48 -0.39
H 1.435 0.981 -2.569 0.23 -0.49 -0.26
H 2.353 2.113 -0.194 -0.08 -0.01 -0.08
H -2.676 0.002 0.425 0.20 0.16 -0.21
H -3.360 0.493 1.641 0.06 0.40 -0.30
O -3.057 0.825 0.779 -0.42 -0.56 0.50

***

25
Properties=species:S:1:pos:R:3:forces:R:3 method="wB97M-V/def2-TZVPD" orbital_gap_ha=0.291 smiles="CCOC(=O)c1nc(C[P@@](=O)([O-])O)c[nH]1" e_above_lowest_kj_mol=0.0 total_energy_ev=-29930.82788 total_charge=-1 homo_energy_ha=-0.195 fmax_ha_per_bohr=0.119
C -3.041 2.965 2.554 -1.73 -1.34 1.31
C -2.002 2.939 1.533 2.08 5.65 -1.22
O -1.326 1.806 1.179 -0.90 -2.74 1.91
C -0.397 1.856 0.279 1.58 -0.35 -1.40
O 0.034 2.879 -0.184 0.08 1.93 -0.18
C 0.190 0.631 -0.264 0.14 -1.98 0.43
N -0.165 -0.663 -0.119 0.52 1.31 -0.92
C 0.678 -1.312 -0.978 -1.48 -4.83 -0.63
C 0.509 -3.029 -1.429 1.74 3.50 2.41
P 2.293 -3.737 -1.321 -1.15 -0.54 0.82
O 2.277 -5.248 -1.313 -0.36 1.13 0.37
O 3.106 -2.995 -2.287 0.75 0.98 -0.75
O 2.663 -3.239 0.292 -0.15 0.04 -2.46
C 1.549 -0.492 -1.603 -1.59 1.90 1.94
N 1.264 0.756 -1.113 -0.71 1.28 0.28
H -3.536 3.933 2.604 0.53 0.40 -0.21
H -3.905 2.326 2.287 0.57 -0.29 0.41
H -2.668 2.759 3.568 -0.25 -0.25 -0.31
H -1.299 3.880 1.739 -0.50 -2.27 0.17
H -2.366 3.385 0.632 -0.92 -0.07 -0.98
H -0.182 -3.443 -0.668 0.28 0.12 -0.77
H 0.148 -2.962 -2.444 -0.26 -0.41 -0.15
H 2.210 -4.016 0.577 -0.35 -1.13 1.82
H 2.341 -0.683 -2.197 2.26 -0.72 -1.89
H 1.623 1.705 -1.322 -0.20 -1.32 0.01

***

54
Properties=species:S:1:pos:R:3:forces:R:3 method="wB97M-V/def2-TZVPD" orbital_gap_ha=0.257 e_above_lowest_kj_mol=0.0 total_energy_ev=-99744.46421 total_charge=-1 homo_energy_ha=-0.164 fmax_ha_per_bohr=0.015
C 5.236 -1.207 1.945 0.04 -0.12 -0.02
C 4.406 -1.603 0.721 0.02 0.03 0.05
C 2.966 -1.070 0.770 0.02 -0.02 -0.11
O 2.532 -0.720 -0.501 -0.02 0.01 0.01
As 0.607 -0.638 -0.683 -0.33 -0.01 0.68
C -1.411 -0.622 -0.842 -0.04 0.00 0.03
C -2.102 -1.837 -0.226 -0.22 0.01 -0.04
C -2.549 -1.627 1.223 -0.06 0.12 0.06
C -3.651 -2.598 1.665 0.19 -0.03 -0.09
N -5.018 -2.136 1.417 -0.17 -0.28 0.00
C 0.733 1.343 -1.184 0.04 0.26 0.08
C -0.076 2.206 -0.285 -0.14 0.11 -0.05
C -1.271 2.804 -0.700 0.08 -0.10 -0.16
C -2.036 3.580 0.153 -0.11 0.02 -0.07
C -1.648 3.799 1.471 0.15 -0.04 0.09
C -2.474 4.656 2.395 0.00 -0.11 -0.06
C -0.458 3.213 1.889 -0.14 0.10 0.08
C 0.308 2.437 1.033 0.17 -0.08 0.07
C 0.932 -1.234 -2.686 0.40 0.22 -0.43
I -0.346 -2.871 -3.191 -0.08 -0.15 0.00
C 1.779 -0.928 -3.665 -0.24 -0.27 -0.10
C 1.874 -1.552 -5.042 0.05 0.13 0.02
I 3.288 0.537 -3.429 0.05 0.10 0.09
H 6.081 -1.884 2.099 -0.01 0.05 -0.03
H 4.632 -1.232 2.856 0.00 -0.01 0.00
H 5.642 -0.199 1.836 -0.10 0.03 0.06
H 4.398 -2.692 0.625 -0.06 0.03 -0.09
H 4.862 -1.203 -0.187 0.02 -0.04 0.01
H 2.308 -1.845 1.204 0.01 0.04 0.10
H 2.931 -0.211 1.466 0.01 0.03 -0.05
H 0.622 -2.171 -0.321 0.01 0.05 -0.13
H 0.507 -0.241 0.848 0.05 -0.02 -0.10
H -1.729 0.267 -0.292 0.10 0.01 -0.05
H -1.716 -0.464 -1.881 0.12 -0.10 -0.01
H -2.988 -2.100 -0.824 0.06 -0.01 0.02
H -1.445 -2.711 -0.261 -0.04 -0.05 -0.05
H -1.694 -1.704 1.899 0.07 0.07 -0.08
H -2.942 -0.606 1.313 0.07 -0.04 0.17
H -3.560 -2.822 2.730 -0.07 0.01 0.00
H -3.516 -3.548 1.136 0.03 0.00 0.06
H -5.333 -1.525 2.157 0.09 0.18 -0.03
H -5.061 -1.619 0.548 -0.02 0.04 -0.04
H 1.787 1.588 -1.078 0.01 -0.08 -0.04
H 0.438 1.492 -2.225 0.00 -0.13 -0.01
H -1.611 2.637 -1.718 0.02 0.01 0.04
H -2.960 4.018 -0.215 0.02 0.00 0.03
H -3.534 4.404 2.314 0.04 0.06 0.02
H -2.362 5.716 2.153 -0.03 0.01 0.03
H -2.170 4.512 3.433 -0.01 0.03 -0.01
H -0.121 3.362 2.910 -0.01 0.01 0.02
H 1.228 1.991 1.395 -0.01 0.01 -0.01
H 2.230 -2.582 -4.963 -0.08 -0.02 -0.02
H 2.563 -1.004 -5.682 -0.02 0.00 0.03
H 0.892 -1.559 -5.521 0.05 -0.08 0.03

***

14
Properties=species:S:1:pos:R:3:forces:R:3 method="wB97M-V/def2-TZVPD" orbital_gap_ha=0.342 e_above_lowest_kj_mol=442.8 total_energy_ev=-10201.35065 total_charge=0 homo_energy_ha=-0.323 fmax_ha_per_bohr=0.054
H 2.252 -0.673 0.407 -0.17 -1.27 -0.55
N 2.145 0.326 0.508 0.62 0.26 0.72
N 1.391 0.865 -0.269 -0.59 1.46 -0.06
C 0.593 0.493 -1.359 0.16 -1.06 0.97
C -0.585 -0.084 -1.475 0.84 0.23 1.93
C -1.221 -0.903 -0.447 -0.81 1.20 1.68
N -0.718 -0.724 0.879 0.37 -0.56 -0.17
C -0.469 0.111 1.690 -0.97 -0.82 -0.58
N -0.371 0.749 2.701 -0.81 0.66 1.39
H 0.953 0.992 -2.174 0.89 1.52 -2.15
H -1.207 0.129 -2.264 -0.81 0.23 -2.30
H -2.319 -0.732 -0.407 0.60 -0.72 -0.36
H -0.855 -1.863 -0.624 -0.75 -2.17 -0.91
H 0.412 1.313 2.835 1.43 1.05 0.38

***

10
Properties=species:S:1:pos:R:3:forces:R:3 method="wB97M-V/def2-TZVPD" orbital_gap_ha=0.457 e_above_lowest_kj_mol=297.0 total_energy_ev=-10119.66814 total_charge=+1 homo_energy_ha=-0.607 fmax_ha_per_bohr=0.085
C 0.659 -2.399 -0.895 1.40 0.26 1.30
C -0.807 2.327 1.131 2.00 -3.91 0.24
N 0.732 -1.472 -0.227 -0.23 -0.60 -0.75
N -1.809 -2.024 -1.615 1.22 -0.82 -0.07
N -2.792 -1.594 -1.711 -1.72 0.78 -0.15
N -0.240 1.322 1.161 -0.36 2.07 -0.14
O 0.589 0.418 1.337 0.40 -0.31 0.73
H 0.896 -3.370 -1.307 -0.58 0.28 -0.37
H -1.413 3.049 0.765 -1.68 2.25 -0.52
H 0.672 -0.420 0.572 -0.45 -0.01 -0.28

***

15
Properties=species:S:1:pos:R:3:forces:R:3 method="wB97M-V/def2-TZVPD" orbital_gap_ha=0.327 e_above_lowest_kj_mol=276.2 total_energy_ev=-9406.96922 total_charge=0 homo_energy_ha=-0.305 fmax_ha_per_bohr=0.076
C 0.081 1.760 0.783 -0.82 -2.05 3.25
C 0.158 -0.627 1.367 -0.26 -0.01 -0.59
C -0.174 -1.485 -1.095 0.54 -0.06 -0.18
C 0.142 0.943 -0.400 -0.83 -2.64 -0.53
C 0.076 -0.388 -0.120 0.42 0.97 -0.62
O -0.538 0.458 1.913 0.86 3.24 -1.29
O -0.066 1.545 -1.607 0.13 0.18 0.05
H -0.295 0.881 -2.267 0.09 -0.04 0.06
H -0.574 2.629 0.733 -0.03 -0.29 0.30
H 0.993 1.881 1.358 0.13 0.45 -0.19
H -0.320 -1.578 1.651 -0.01 0.27 -0.04
H 1.200 -0.671 1.729 -0.01 0.07 -0.04
H 0.751 -1.747 -1.618 -0.09 -0.14 -0.11
H -0.516 -2.378 -0.574 -0.09 0.01 -0.07
H -0.917 -1.221 -1.852 -0.05 0.03 0.00

***

Please write out number 2 again, unchanged.
25
Properties=species:S:1:pos:R:3:forces:R:3 method="wB97M-V/def2-TZVPD" orbital_gap_ha=0.291 smiles="CCOC(=O)c1nc(C[P@@](=O)([O-])O)c[nH]1" e_above_lowest_kj_mol=0.0 total_energy_ev=-29930.82788 total_charge=-1 homo_energy_ha=-0.195 fmax_ha_per_bohr=0.119
C -3.041 2.965 2.554 -1.73 -1.34 1.31
C -2.002 2.939 1.533 2.08 5.65 -1.22
O -1.326 1.806 1.179 -0.90 -2.74 1.91
C -0.397 1.856 0.279 1.58 -0.35 -1.40
O 0.034 2.879 -0.184 0.08 1.93 -0.18
C 0.190 0.631 -0.264 0.14 -1.98 0.43
N -0.165 -0.663 -0.119 0.52 1.31 -0.92
C 0.678 -1.312 -0.978 -1.48 -4.83 -0.63
C 0.509 -3.029 -1.429 1.74 3.50 2.41
P 2.293 -3.737 -1.321 -1.15 -0.54 0.82
O 2.277 -5.248 -1.313 -0.36 1.13 0.37
O 3.106 -2.995 -2.287 0.75 0.98 -0.75
O 2.663 -3.239 0.292 -0.15 0.04 -2.46
C 1.549 -0.492 -1.603 -1.59 1.90 1.94
N 1.264 0.756 -1.113 -0.71 1.28 0.28
H -3.536 3.933 2.604 0.53 0.40 -0.21
H -3.905 2.326 2.287 0.57 -0.29 0.41
H -2.668 2.759 3.568 -0.25 -0.25 -0.31
H -1.299 3.880 1.739 -0.50 -2.27 0.17
H -2.366 3.385 0.632 -0.92 -0.07 -0.98
H -0.182 -3.443 -0.668 0.28 0.12 -0.77
H 0.148 -2.962 -2.444 -0.26 -0.41 -0.15
H 2.210 -4.016 0.577 -0.35 -1.13 1.82
H 2.341 -0.683 -2.197 2.26 -0.72 -1.89
H 1.623 1.705 -1.322 -0.20 -1.32 0.01